{"formula": "C9H19N5O3", "method": "ωB97M-V/def2-TZVPD", "elements": ["C", "C", "C", "C", "C", "C", "C", "C", "C", "H", "H", "H", "H", "H", "H", "H", "H", "H", "H", "H", "H", "H", "H", "H", "H", "H", "H", "H", "N", "N", "N", "N", "N", "O", "O", "O"], "positions_angstrom": [[-0.4150, -2.3043, -0.5874], [-0.6139, -1.4089, 0.6793], [0.8503, -1.8931, -1.3177], [1.0213, -0.4833, -1.6394], [-0.0761, 0.2456, -2.3274], [0.1268, 2.5226, -1.4124], [0.4720, -0.3836, 2.5737], [-0.7379, 0.0227, 3.5164], [0.8335, 0.9128, 1.8939], [-2.3720, -1.6548, -0.8502], [-2.3213, -2.9100, -1.6357], [-0.2735, -3.3886, -0.2124], [1.0634, -2.5615, -2.1711], [1.6117, -2.2237, -0.5563], [1.4085, -0.0052, -0.7540], [1.9687, -0.3783, -2.3208], [-0.3380, -0.3794, -3.1922], [-0.8759, 0.3317, -1.5843], [0.5707, 1.8919, -3.3815], [-1.5348, 1.8071, -0.8681], [1.1011, 4.1426, -2.1813], [0.8839, 4.1319, -0.5078], [1.1283, -2.0906, 1.5759], [1.2677, -0.7663, 3.2181], [1.7062, 1.0423, 1.1918], [-0.1706, 1.3200, 1.5744], [0.9736, 1.6350, 2.6810], [-2.4224, -0.7429, 4.2192], [-1.6867, -2.0757, -1.5269], [0.1057, 1.6621, -2.5443], [-0.7374, 2.3680, -0.5145], [0.9437, 3.6503, -1.3375], [0.3562, -1.4604, 1.6233], [-1.4258, -0.5093, 0.6937], [-0.5926, 0.6831, 4.5642], [-1.7993, -0.7499, 3.4183]], "mulliken_charge": [-0.106, 0.360, -0.923, 0.168, -0.427, 0.501, 0.158, 0.274, -1.477, 0.211, 0.306, 0.323, 0.416, 0.378, -0.384, 0.356, 0.396, -0.130, 0.252, 0.345, 0.201, 0.219, 0.325, 0.548, 0.251, 0.414, 0.512, 0.382, -0.607, -0.252, -0.718, -0.443, -0.156, -0.602, -0.634, -0.433], "smiles": "[H]/N=C(/N)NCCC[C@H](N)C(=O)N[C@@H](C)C(=O)O", "e_tot_ha": -853.77463, "homo_ev": -8.307, "largest_force_ev_per_a": 4.65, "multiplicity": 1, "gap_ev": 8.84}

=====

{"formula": "C4H5N2OP", "method": "ωB97M-V/def2-TZVPD", "elements": ["C", "C", "C", "C", "N", "N", "O", "P", "H", "H", "H", "H", "H"], "positions_angstrom": [[-0.8299, 1.3140, -0.3348], [-2.0989, 1.0155, 0.1585], [-0.0695, 0.1844, -0.0555], [1.3851, 0.1384, -0.3348], [-2.1202, -0.1889, 0.7038], [-0.9012, -0.6900, 0.5573], [1.9840, 1.1879, -0.4326], [2.5338, -1.3459, -0.6342], [-0.4835, 2.2000, -0.8284], [-2.9755, 1.6326, 0.1498], [1.5317, -2.3333, -0.6523], [-0.6839, -1.5819, 0.9697], [2.7281, -1.5328, 0.7334]], "mulliken_charge": [-0.106, -0.533, 0.345, 0.165, -0.843, 0.312, -0.497, -0.004, 0.404, 0.456, 0.006, 0.238, 0.056], "smiles": "O=C(P)c1ccn[nH]1", "e_tot_ha": -681.47799, "homo_ev": -9.757, "largest_force_ev_per_a": 0.96, "multiplicity": 1, "gap_ev": 9.86}

=====

{"formula": "C24H30O8", "method": "ωB97M-V/def2-TZVPD", "elements": ["C", "C", "C", "C", "C", "C", "C", "C", "C", "O", "C", "C", "C", "O", "H", "H", "H", "H", "H", "H", "O", "C", "O", "C", "C", "C", "H", "H", "H", "H", "H", "H", "H", "H", "O", "C", "O", "C", "C", "C", "H", "H", "H", "H", "H", "H", "H", "H", "O", "C", "O", "C", "C", "C", "H", "H", "H", "H", "H", "H", "H", "H"], "positions_angstrom": [[-2.6728, 1.6507, -2.2714], [-3.4345, 0.4638, -2.0491], [-3.8915, -0.9465, -1.2748], [-5.0791, -0.7936, -0.1082], [-5.5726, -2.1119, 0.7531], [-4.8430, -3.5579, 0.3916], [-3.6806, -3.7191, -0.7526], [-3.1830, -2.3836, -1.6196], [-1.9912, -2.6026, -2.7721], [-1.0739, -1.6691, -3.0795], [-2.0011, -4.1168, -3.4809], [-2.4469, -5.3316, -2.6866], [-2.8921, -5.1367, -1.1173], [-2.6478, -5.9789, -0.1104], [-2.0031, 2.6268, -2.4256], [-5.5328, 0.2955, 0.0687], [-6.4051, -1.9681, 1.5701], [-5.1333, -4.5396, 0.9932], [-1.6644, -4.3029, -4.6044], [-2.4933, -6.4198, -3.1493], [0.8823, 3.7334, -2.4605], [1.0720, 3.2493, -1.3457], [1.2258, 4.0507, -0.2705], [1.2858, 3.5903, 1.0918], [2.6902, 3.1435, 1.4496], [1.2209, 1.7651, -1.1762], [0.5344, 2.8168, 1.2782], [1.0114, 4.4448, 1.7198], [3.0150, 2.3017, 0.8325], [2.7436, 2.8433, 2.4996], [3.4043, 3.9546, 1.2766], [2.2415, 1.4747, -1.4412], [0.5153, 1.2666, -1.8482], [0.9898, 1.4098, -0.1752], [2.7469, -7.6199, -5.3158], [2.5559, -7.3273, -4.1364], [1.6980, -6.3381, -3.8087], [1.2789, -6.0289, -2.4669], [2.2911, -5.1343, -1.7776], [3.3364, -8.0059, -3.0483], [1.0659, -6.9417, -1.9021], [0.3285, -5.4918, -2.5554], [3.2641, -5.6236, -1.6841], [1.9449, -4.8595, -0.7776], [2.4523, -4.2215, -2.3596], [4.3231, -7.5404, -2.9712], [3.4526, -9.0620, -3.3115], [2.8482, -7.9868, -2.0772], [-0.0942, 5.1446, 3.1365], [0.4605, 6.1048, 3.6690], [0.7347, 6.0880, 4.9906], [1.5226, 7.0785, 5.6759], [0.6744, 8.2787, 6.0506], [0.7634, 7.3436, 2.8771], [2.4066, 7.3504, 5.0909], [1.8920, 6.6021, 6.5903], [0.2670, 8.7764, 5.1668], [1.2636, 9.0057, 6.6160], [-0.1807, 7.9667, 6.6584], [-0.1433, 7.9504, 2.8000], [1.0866, 7.0445, 1.8751], [1.5697, 7.9449, 3.2895]], "mulliken_charge": [-0.177, -0.610, 0.523, -0.348, -0.388, -0.399, 0.209, 0.144, 0.444, -0.496, -0.322, -0.370, 0.391, -0.549, 0.358, 0.319, 0.301, 0.298, 0.339, 0.333, -0.623, 0.602, -0.322, 0.217, -1.004, -0.642, 0.341, -0.289, 0.335, 0.352, 0.291, 0.262, 0.173, 0.288, -0.595, 0.703, -0.329, 0.133, -1.062, -0.871, 0.362, -0.185, 0.320, 0.354, 0.315, 0.239, 0.292, 0.321, -0.656, 0.819, -0.353, -0.385, -0.939, -0.918, 0.351, 0.303, 0.275, 0.353, 0.297, 0.256, 0.296, 0.325], "smiles": "C#Cc1cccc2c1C(=O)C=CC2=O.CCOC(C)=O.CCOC(C)=O.CCOC(C)=O", "e_tot_ha": -1533.81496, "homo_ev": -8.799, "largest_force_ev_per_a": 9.68, "multiplicity": 1, "gap_ev": 6.85}

=====

{"formula": "C4H6O2", "method": "ωB97M-V/def2-TZVPD", "elements": ["O", "C", "C", "C", "C", "O", "H", "H", "H", "H", "H", "H"], "positions_angstrom": [[0.1527, -1.8974, -1.9692], [0.2068, -1.0792, -1.0934], [-0.0774, 0.3795, -1.1248], [0.1896, 0.8785, 0.0776], [0.7478, -0.2119, 0.9427], [0.5877, -1.3989, 0.1849], [-0.5198, 0.8790, -1.9765], [-1.6835, 0.3595, 0.4050], [0.0260, 1.8861, 0.4492], [-1.7572, 0.5500, 1.1149], [0.3159, -0.3665, 1.9414], [1.8114, 0.0213, 1.0481]], "mulliken_charge": [-0.557, 0.473, -0.257, -0.661, -0.152, -0.309, 0.408, -0.040, 0.454, 0.097, 0.317, 0.225], "smiles": "O=C1C=CCO1.[H][H]", "e_tot_ha": -306.42849, "homo_ev": -10.297, "largest_force_ev_per_a": 0.97, "multiplicity": 1, "gap_ev": 10.86}

=====

{"formula": "C64H51IN8O4PRbS", "method": "ωB97M-V/def2-TZVPD", "elements": ["Rb", "O", "C", "N", "C", "C", "C", "C", "C", "C", "N", "C", "O", "C", "C", "C", "C", "C", "N", "C", "C", "C", "C", "C", "N", "H", "H", "H", "H", "H", "H", "H", "H", "H", "H", "H", "H", "C", "N", "C", "C", "N", "C", "S", "C", "C", "C", "C", "C", "N", "H", "H", "H", "H", "H", "H", "H", "H", "H", "I", "C", "C", "C", "C", "C", "C", "C", "C", "C", "P", "C", "C", "C", "C", "C", "C", "C", "C", "C", "C", "C", "C", "C", "H", "H", "H", "H", "H", "H", "H", "H", "H", "H", "H", "H", "H", "H", "H", "H", "C", "C", "C", "C", "C", "C", "N", "C", "C", "C", "C", "C", "C", "C", "O", "O", "C", "C", "H", "H", "H", "H", "H", "H", "H", "H", "H", "H", "H", "H", "H", "H"], "positions_angstrom": [[-0.2783, 0.7134, 0.4975], [0.9198, 3.6051, 2.0602], [1.5957, 2.7921, 1.3816], [1.7197, 2.6791, 0.0758], [1.1782, 3.6701, -0.7487], [1.4543, 5.0176, -0.4879], [1.0699, 6.0346, -1.3442], [0.3786, 5.7159, -2.5051], [0.0703, 4.3922, -2.7844], [0.4389, 3.3390, -1.9254], [0.1120, 1.9925, -2.1320], [-0.6591, 1.5975, -3.1211], [-1.1884, 2.2292, -4.0775], [-0.9648, 0.0957, -3.1204], [-1.5828, -0.4551, -4.2451], [-1.8608, -1.8095, -4.2710], [-1.5280, -2.5887, -3.1709], [-0.9330, -1.9606, -2.0871], [-0.6554, -0.6610, -2.0665], [2.3049, 1.6971, 2.1749], [2.4864, 1.8778, 3.5446], [3.0893, 0.8737, 4.2776], [3.4603, -0.2986, 3.6326], [3.2232, -0.3958, 2.2708], [2.6805, 0.5801, 1.5516], [1.9887, 5.2468, 0.4246], [1.3063, 7.0667, -1.1050], [0.0687, 6.4970, -3.1920], [-0.4770, 4.1420, -3.6781], [-1.8301, 0.2070, -5.0623], [-2.3371, -2.2555, -5.1379], [-1.7252, -3.6530, -3.1465], [-0.6627, -2.5185, -1.1983], [2.1259, 2.7933, 3.9912], [3.2455, 0.9857, 5.3448], [3.8999, -1.1258, 4.1754], [3.4682, -1.2972, 1.7174], [3.2494, -6.4713, 1.0423], [3.6450, -5.4115, 0.1467], [4.8996, -5.2026, -0.4006], [4.8064, -4.1248, -1.1996], [3.4981, -3.6833, -1.1458], [2.7579, -4.4825, -0.3218], [1.1387, -4.3983, 0.0244], [3.0212, -2.4951, -1.7952], [2.8234, -2.5135, -3.1584], [2.4470, -1.3176, -3.7640], [2.2818, -0.2023, -2.9739], [2.4837, -0.2995, -1.5956], [2.8697, -1.4355, -1.0156], [4.1364, -7.0238, 1.3472], [2.5415, -7.1403, 0.5504], [2.7524, -6.0472, 1.9144], [5.7406, -5.8238, -0.1536], [5.5414, -3.6025, -1.7841], [2.9518, -3.4393, -3.7052], [2.2666, -1.2712, -4.8310], [1.9530, 0.7463, -3.3758], [2.3378, 0.5608, -0.9495], [-3.1792, 2.8870, -0.6598], [-4.3441, 1.7390, -1.9845], [-4.1719, 2.0733, -3.3011], [-5.0615, 1.6014, -4.2826], [-6.1499, 0.8690, -3.9149], [-6.3300, 0.4752, -2.5677], [-7.4685, -0.2822, -2.2016], [-7.6328, -0.7255, -0.9248], [-6.6060, -0.5147, 0.0134], [-5.4739, 0.2041, -0.2853], [-3.9816, -0.0098, 0.7852], [-4.2651, -1.7201, 1.3882], [-3.9868, -2.7434, 0.4821], [-4.1153, -4.0707, 0.8524], [-4.4938, -4.3974, 2.1493], [-4.7430, -3.3887, 3.0657], [-4.6361, -2.0560, 2.6860], [-4.3341, 0.9587, 2.2913], [-5.5286, 1.6086, 2.5772], [-5.6791, 2.3036, 3.7708], [-4.6395, 2.3486, 4.6881], [-3.4371, 1.7146, 4.4032], [-3.2814, 1.0313, 3.2079], [-5.3627, 0.8245, -1.5770], [-3.3354, 2.6951, -3.5928], [-4.8890, 1.8679, -5.3175], [-6.8894, 0.5585, -4.6443], [-8.2019, -0.5063, -2.9684], [-8.5085, -1.2984, -0.6451], [-6.6774, -0.9968, 0.9816], [-3.6399, -2.4871, -0.5134], [-3.8856, -4.8531, 0.1393], [-4.5604, -5.4350, 2.4522], [-5.0035, -3.6358, 4.0879], [-4.8240, -1.2757, 3.4140], [-6.3427, 1.5767, 1.8625], [-6.6122, 2.8116, 3.9857], [-4.7576, 2.8811, 5.6243], [-2.6217, 1.7487, 5.1122], [-2.3347, 0.5478, 2.9848], [-1.7669, 2.9205, 8.1093], [-2.1222, 1.5108, 7.7145], [-3.3391, 0.9678, 8.1167], [-3.6850, -0.3123, 7.7154], [-2.8296, -1.0535, 6.9204], [-1.5984, -0.5296, 6.5122], [-0.7275, -1.2149, 5.6730], [-0.9852, -2.4765, 5.1173], [-1.2329, -3.5906, 5.9226], [-1.4229, -4.8418, 5.3578], [-1.3661, -5.0017, 3.9794], [-1.1269, -3.8961, 3.1784], [-0.9267, -2.6360, 3.7225], [-0.7091, -1.4548, 2.7801], [-1.1725, -1.5512, 1.6336], [-0.1185, -0.4389, 3.2563], [-1.2414, 0.7725, 6.9241], [0.0557, 1.3991, 6.4799], [-2.5501, 3.3573, 8.7291], [-1.6370, 3.5520, 7.2269], [-0.8281, 2.9569, 8.6662], [-4.0162, 1.5557, 8.7259], [-4.6422, -0.7317, 8.0023], [-3.1320, -2.0305, 6.5733], [-0.3138, -0.6381, 4.9188], [-1.2500, -3.4654, 6.9982], [-1.6055, -5.6961, 6.0003], [-1.5151, -5.9775, 3.5331], [-1.1061, -3.9788, 2.1007], [0.6848, 0.7033, 5.9364], [0.6215, 1.7654, 7.3407], [-0.1201, 2.2539, 5.8207]], "mulliken_charge": [0.221, -0.822, -0.676, -0.121, 0.338, -0.249, -0.715, -0.740, -0.780, -0.140, 0.914, -0.476, -0.919, 0.510, -0.570, -0.810, -0.749, -0.817, 1.592, 0.700, -0.623, -0.271, -0.685, -0.172, 0.162, 0.377, 0.345, 0.360, 0.396, 0.571, 0.376, 0.538, 0.247, 0.436, 0.391, 0.376, 0.320, -0.841, 0.205, -0.432, -0.428, 0.477, -0.338, -0.239, -0.244, -0.428, -0.672, -0.803, -0.572, 0.180, 0.313, 0.293, 0.308, 0.398, 0.437, 0.450, 0.435, 0.604, 0.905, 0.133, -0.315, -0.572, -0.877, -0.945, 0.973, -0.785, -1.179, 0.210, 0.921, 1.153, 0.081, -0.609, -0.670, -0.535, -0.460, -0.029, -0.167, -0.827, -0.855, -0.685, -0.120, -0.434, 0.000, 0.509, 0.429, 0.327, 0.351, 0.385, 0.427, 0.255, 0.387, 0.338, 0.395, 0.365, 0.334, 0.367, 0.394, 0.664, 0.405, -1.687, 1.605, -1.038, -1.065, -0.881, 1.017, -0.316, -0.371, 0.129, -0.675, -1.068, -0.278, 0.176, 0.259, -0.400, -0.215, 0.456, -1.618, 0.400, 0.322, 0.343, 0.295, 0.366, 0.451, 0.200, 0.566, 0.370, 0.531, 0.594, 0.151, 0.449, 0.352], "e_tot_ha": -4270.00770, "homo_ev": -1.521, "largest_force_ev_per_a": 0.52, "multiplicity": 1, "gap_ev": 5.13, "charge": -2}

=====

Question: Which value of multiplicity does entry 4 give?
Answer: 1